Formula: C3H10N2O
Source: the OMol25 dataset
Level of theory: ωB97M-V/def2-TZVPD

Each line ends with the Mulliken charge.
Atoms and positions in Å:
C 1.7073 0.8642 -0.7244  -1.396
C 1.3758 0.1788 0.5927  -0.728
N 0.0241 -0.3261 0.6837  -0.607
C -0.3241 -1.5531 0.2199  -0.412
N -1.4827 -2.0690 0.0905  -0.851
H 0.8334 1.4244 -1.0643  0.428
H 1.9326 0.1483 -1.5092  0.315
H 2.5573 1.5360 -0.6011  0.436
H 2.0194 -0.6949 0.7042  0.256
H 1.5346 0.7929 1.4780  0.532
H -0.7449 0.2908 0.9336  0.412
H 0.5182 -2.1607 -0.1146  0.387
H -2.1958 -1.4933 0.5377  0.547
H -3.1346 1.3691 0.0425  0.553
H -2.3718 0.4391 -0.8999  0.353
O -2.2488 1.2535 -0.3694  -1.227

The value obtained for the total energy is -8299.517 eV. The calculation puts the HOMO energy (spin up / spin down) at 1.084 / -5.225 eV. The spin multiplicity is 2. The value obtained for the gap between HOMO and LUMO (spin up / spin down) is 2.73 / 8.85 eV. The charge is -1. As for the largest force on an atom: 0.016 hartree/bohr. Its LUMO energy (spin up / spin down) is 0.1403 / 0.1332 hartree. As for the energy relative to the best compared isomer or geometry (same formula, charge and spin): 14.2 kJ/mol.

Formula: C52H46N6OP2SbSe4TeY
Source: the OMol25 dataset
Level of theory: ωB97M-V/def2-TZVPD

Each line ends with the Mulliken charge.
Atoms and positions in Å:
Y 14.1327 -11.3167 18.7634  0.102
Se 14.4635 -13.6482 23.4233  -0.655
Sb 13.5210 -11.5662 22.3948  0.570
Se 15.3845 -10.5089 21.1319  -0.751
Se 11.9907 -12.1932 20.5537  -0.840
Se 12.3735 -9.6355 23.4924  -0.759
N 15.0584 -0.7472 16.4953  -0.613
C 14.9114 -1.8512 16.8065  -0.021
C 14.7703 -3.2372 17.1928  0.652
C 15.4541 -3.7460 18.3250  -0.761
C 15.3592 -5.0922 18.6313  0.215
C 14.5955 -5.9584 17.8437  -1.023
C 13.9021 -5.4450 16.7507  0.270
C 13.9635 -4.0835 16.4284  -0.950
C 14.4943 -7.4312 18.1563  0.976
C 13.4293 -7.7953 18.9179  -0.510
C 12.5879 -6.8727 19.6487  -0.797
C 11.6984 -7.6238 20.3288  -1.949
C 11.9651 -8.9808 19.9866  -0.761
N 12.9695 -9.1287 19.1414  2.250
C 15.4921 -8.2402 17.5266  -0.615
C 16.4861 -7.7317 16.6883  -0.876
C 17.3764 -8.7691 16.4494  -1.660
C 16.8522 -9.8830 17.1150  -0.259
N 15.7029 -9.5842 17.7746  0.992
H 16.0426 -3.0675 18.9535  0.413
H 15.8713 -5.5117 19.5046  0.504
H 13.2663 -6.1057 16.1670  0.463
H 13.4256 -3.6733 15.5715  0.416
H 12.7088 -5.8119 19.7061  0.594
H 10.9489 -7.3261 21.0450  0.548
H 11.4587 -9.8479 20.3697  0.644
H 16.5475 -6.7125 16.3672  0.564
H 18.2394 -8.7369 15.7944  0.381
H 17.2503 -10.8834 17.1169  0.316
Te 10.5552 -13.0682 14.9936  0.600
C 11.1006 -14.1800 13.2736  0.328
C 12.2154 -13.9039 12.4903  -0.160
C 12.5314 -14.7555 11.4394  -0.419
N 11.8000 -15.8123 11.1094  -0.698
C 10.7120 -16.0548 11.8397  -0.311
C 10.3428 -15.2985 12.9430  -0.502
C 12.3844 -12.4842 15.6432  -1.081
P 12.6435 -10.7470 15.8788  1.838
C 11.1226 -10.0148 16.6138  0.577
C 10.2863 -10.7979 17.4011  -0.347
C 9.2467 -10.2405 18.1361  -1.095
C 9.0727 -8.8689 18.1745  -0.648
C 9.8990 -8.0524 17.4088  -0.714
C 10.8848 -8.6252 16.6303  -0.228
C 12.6235 -10.0546 14.1929  0.693
C 13.7898 -9.9746 13.4386  -0.549
C 13.7390 -9.6049 12.1108  -0.443
C 12.5169 -9.3599 11.4773  -0.615
C 11.3355 -9.5079 12.2127  -0.690
C 11.3899 -9.8483 13.5736  -0.525
P 13.4742 -13.5643 16.5660  0.333
C 12.8797 -15.2939 16.2285  -0.005
C 13.3320 -15.9800 15.1185  -0.076
C 12.8148 -17.2502 14.8276  -0.708
C 11.8800 -17.8246 15.6721  -0.521
C 11.5077 -17.1628 16.8384  -0.730
C 11.9934 -15.9024 17.1134  -0.398
C 15.2440 -13.8668 16.0210  -0.373
C 16.0355 -14.7445 16.7808  -0.138
C 17.4259 -14.8175 16.6297  -0.579
C 18.0607 -13.9977 15.6989  -0.532
C 17.3083 -13.0645 14.9775  -0.565
C 15.9211 -13.0337 15.1652  0.049
H 12.8525 -13.0535 12.6921  0.474
H 13.4437 -14.6176 10.8429  0.359
H 10.0839 -16.9072 11.5536  0.335
H 9.4799 -15.5934 13.5198  0.334
H 10.4636 -11.8613 17.5233  0.209
H 8.6984 -10.8933 18.7982  0.365
H 8.3438 -8.4037 18.8199  0.382
H 9.7806 -6.9883 17.4545  0.350
H 11.5490 -7.9674 16.0328  0.212
H 14.7417 -10.1614 13.9686  0.196
H 14.6838 -9.4997 11.5794  0.400
H 12.5276 -9.1022 10.4138  0.343
H 10.3637 -9.3480 11.7597  0.414
H 10.4754 -9.8854 14.1535  0.377
H 14.1082 -15.5421 14.4837  0.376
H 13.1571 -17.7663 13.9293  0.367
H 11.4171 -18.7859 15.4104  0.340
H 10.8185 -17.6268 17.5261  0.424
H 11.6778 -15.3703 18.0062  0.560
H 15.5642 -15.4213 17.4845  0.237
H 18.0087 -15.5487 17.1961  0.344
H 19.1120 -14.1115 15.5261  0.397
H 17.7798 -12.3468 14.3137  0.457
H 15.3652 -12.2934 14.5914  0.152
C 17.9459 -12.8881 19.6463  -0.943
N 17.1522 -13.9846 20.1457  0.636
C 17.8628 -15.1267 20.7007  -0.660
C 17.0088 -15.7097 21.8072  -0.658
C 15.6560 -16.1429 21.2712  -0.889
N 15.1301 -15.1353 20.3402  0.971
C 13.7431 -15.2902 20.0220  -0.949
C 15.8257 -14.0631 19.8982  -1.515
O 15.2862 -13.1961 19.1864  2.724
H 18.6885 -12.6241 20.3909  0.448
H 17.3325 -12.0272 19.4508  -0.032
H 18.4665 -13.2020 18.7370  0.292
H 18.8058 -14.7511 21.1262  0.443
H 18.1068 -15.8695 19.9347  0.180
H 16.8300 -14.8921 22.4954  0.185
H 17.5088 -16.5456 22.3099  0.397
H 14.9451 -16.1985 22.0774  0.388
H 15.7379 -17.1109 20.7667  0.359
H 13.1481 -15.1381 20.9344  0.376
H 13.5927 -16.3170 19.6355  0.380
H 13.4551 -14.5555 19.3037  -0.374

The value obtained for the total energy is -360503.008 eV. The calculation puts the HOMO energy at -2.051 eV. The value obtained for the gap between HOMO and LUMO is 5.50 eV. The charge is -2. As for the largest force on an atom: 0.030 hartree/bohr. Its LUMO energy is 0.1267 hartree. As for the energy relative to the best compared isomer or geometry (same formula, charge and spin): 0.0 kJ/mol.

Formula: C9H11FO4S
Source: the OMol25 dataset
Level of theory: ωB97M-V/def2-TZVPD

Each line ends with the Mulliken charge.
Atoms and positions in Å:
C -4.3410 -1.3331 0.6509  -0.711
C -3.2635 -1.2236 -0.1324  -0.112
C -1.8948 -0.9073 0.4126  -0.512
S -1.3221 0.5416 -0.6295  1.225
O -2.1144 1.6659 -0.2765  -0.625
O -1.0880 0.1705 -2.0151  -0.652
C 0.4126 0.8356 0.0574  0.877
F 0.1527 0.9146 1.5401  -0.407
C 0.7406 2.1413 -0.4741  -0.318
C 0.5517 3.3058 0.1132  -0.827
O 1.0713 -0.2777 -0.1743  -0.206
C 2.4399 -0.3185 -0.2305  0.620
O 3.0725 0.6895 -0.2309  -0.457
C 3.0693 -1.6862 -0.4136  -0.426
C 4.3335 -1.7730 -0.0175  -0.590
H -5.3426 -1.5951 0.2881  0.275
H -4.3218 -0.9061 1.6774  0.228
H -3.4029 -1.2661 -1.2574  0.290
H -1.1036 -1.7484 0.4387  0.329
H -1.9416 -0.6437 1.5677  0.306
H 0.9396 2.0658 -1.6127  0.267
H 0.7880 4.1666 -0.3915  0.355
H 0.3709 3.4181 1.1833  0.246
H 2.3625 -2.5152 -0.6827  0.303
H 5.0390 -2.6592 0.0503  0.244
H 4.7926 -1.0621 0.5589  0.280

The value obtained for the total energy is -31249.740 eV. The calculation puts the HOMO energy at -9.648 eV. The SMILES is C=CCS(=O)(=O)[C@](F)(C=C)OC(=O)C=C. The value obtained for the gap between HOMO and LUMO is 9.62 eV. The charge is 0. As for the largest force on an atom: 0.085 hartree/bohr. Its LUMO energy is -0.0010 hartree.